Formula: C4H6O2
Source: OMol25
Level of theory: ωB97M-V with the def2-TZVPD basis set

Properties
- lowest unoccupied orbital energy (eV) = 0.92
- gap between HOMO and LUMO (eV) = 10.880
- energy above the lowest of the compared OMol25 structures with the same formula, charge and spin (kJ/mol) = 153.0
- charge = 0
- SMILES = C[C@H]1OCC1=O
- HOMO (Eh) = -0.366

CARTESIAN COORDINATES (ANGSTROEM)
C 1.186 -0.770 -0.681
C 0.514 -0.103 0.506
O 0.272 1.302 0.282
C -1.146 1.143 0.150
C -0.997 -0.325 0.546
O -1.729 -1.249 0.756
H 1.449 -1.805 -0.446
H 0.516 -0.771 -1.548
H 2.092 -0.219 -0.950
H 1.056 -0.276 1.444
H -1.488 1.290 -0.884
H -1.724 1.783 0.827

Atom charges from the natural (NBO) analysis, given in e for atoms 1 to 6: number 1, C, carries -0.6279; number 2, C, carries -0.0146; number 3, O, carries -0.5237; number 4, C, carries -0.1893; number 5, C, carries 0.5768; number 6, O, carries -0.4939